A cluster of 13 separate species, C63H148N4O13 in total in a non-equilibrium geometry, computed with ωB97M-V/def2-TZVPD.

Structure (XYZ):
```
228
Properties=species:S:1:pos:R:3
C -0.29973 -1.68059 -1.71534
C -0.52562 -0.18438 -1.35442
C -1.46627 0.00588 -0.17091
C -0.97368 -0.49668 1.16716
C 0.18900 0.37120 1.47307
C 1.29721 0.34402 0.35624
N 0.74215 0.46361 -0.99908
O 1.79413 0.33372 -1.94072
C 2.38199 1.39355 0.70326
C 2.08261 -1.09755 0.58948
C -1.10049 0.44833 -2.59882
H -1.25882 -2.18919 -1.96679
H 0.18544 -2.13875 -0.84887
H 0.34858 -1.70206 -2.58974
H -1.60405 1.07605 -0.09014
H -2.46827 -0.30833 -0.51628
H -0.70091 -1.57036 1.07428
H -1.74442 -0.37102 1.93462
H 0.70975 0.01331 2.37110
H -0.19523 1.39715 1.64932
H 3.29450 1.23508 0.12683
H 2.08897 2.47017 0.54711
H 2.64442 1.21832 1.76866
H 2.50551 -1.52553 -0.33538
H 2.86929 -0.80196 1.22774
H 1.31318 -1.74263 0.95145
H -1.07613 1.54200 -2.53620
H -2.13768 0.14731 -2.68026
H -0.57540 0.10864 -3.47374
H 2.25929 -0.51603 -1.88393
C -0.00905 7.20391 -1.18497
C -0.30795 6.86954 0.32933
C -1.39344 7.77830 0.84332
C -2.83558 7.46698 0.49748
C -3.21093 5.98635 0.85077
C -2.12645 5.09125 0.21198
N -0.78314 5.52963 0.63342
O 0.16126 4.54689 0.28306
C -2.27786 3.63744 0.68828
C -2.28450 5.06956 -1.32443
C 0.97633 7.14461 1.16502
H -0.90147 7.33027 -1.84947
H 0.62073 6.49148 -1.70486
H 0.54320 8.17161 -1.22416
H -1.36310 7.68356 1.95403
H -1.15687 8.84860 0.62106
H -3.15658 7.62666 -0.54458
H -3.40969 8.17962 1.10792
H -4.20660 5.73857 0.42661
H -3.32469 5.69125 1.91172
H -1.96905 3.57599 1.74520
H -3.34939 3.39676 0.61140
H -1.74010 2.95111 0.06673
H -1.43006 4.72408 -1.87938
H -3.13483 4.35849 -1.54600
H -2.50720 6.01856 -1.80826
H 1.72155 6.32355 1.05706
H 0.64697 7.29290 2.20015
H 1.36878 8.13623 0.91327
H 0.10681 4.38579 -0.68150
C -1.80462 -5.90002 -8.14812
C -0.92777 -4.86436 -7.55117
C -1.60855 -3.45581 -7.74372
C -0.98695 -2.37834 -6.83240
C -1.03750 -2.91624 -5.35420
C -0.26347 -4.26171 -5.13683
N -0.77939 -5.21894 -6.14194
O -0.20706 -6.47484 -6.04988
C 1.26971 -4.09526 -5.26188
C -0.60614 -4.77742 -3.71460
C 0.39065 -4.84475 -8.28185
H -1.93708 -5.58532 -9.21481
H -2.76746 -5.96831 -7.68869
H -1.37746 -6.94463 -8.27582
H -1.50976 -3.22372 -8.79535
H -2.67343 -3.59201 -7.57643
H -1.57163 -1.43309 -6.95564
H 0.03363 -2.12217 -7.13321
H -2.07240 -3.11020 -5.15941
H -0.55805 -2.16245 -4.71658
H 1.59749 -3.30445 -4.61338
H 1.73066 -5.02327 -4.87137
H 1.60424 -3.81387 -6.23584
H -0.23191 -3.98341 -3.05764
H -1.68674 -4.73751 -3.62361
H -0.23009 -5.75243 -3.53277
H 0.78941 -5.84692 -8.17273
H 1.25342 -4.24315 -7.98463
H 0.29678 -4.70280 -9.36096
H 0.75751 -6.39133 -6.11826
C -0.76145 -2.33183 4.50381
C 0.09627 -1.52083 5.43147
C -0.54576 -0.12686 5.63088
C -1.87990 -0.12849 6.39691
C -1.63697 -0.84182 7.79125
C -0.95309 -2.18909 7.77087
N 0.13297 -2.10372 6.81631
O 0.84812 -3.42389 6.78123
C -0.55085 -2.49180 9.21997
C -1.91957 -3.27250 7.29974
C 1.55532 -1.45057 4.87947
H -0.68372 -3.36241 4.66309
H -0.26495 -2.14473 3.53733
H -1.78025 -1.97061 4.38504
H 0.20541 0.46835 6.17706
H -0.63516 0.30844 4.62526
H -2.54855 -0.68053 5.74600
H -2.39043 0.79374 6.62258
H -2.52743 -0.93887 8.43518
H -1.07299 -0.18705 8.46784
H -0.17792 -3.58201 9.26437
H 0.22248 -1.84771 9.58257
H -1.40441 -2.49873 9.89478
H -2.67112 -3.34107 8.11370
H -2.43684 -3.07227 6.37308
H -1.54646 -4.29985 7.33163
H 1.76604 -2.49877 4.61479
H 2.20764 -1.06687 5.67281
H 1.57177 -0.86412 3.96449
H 1.73126 -3.13910 6.76711
C -6.20268 -0.16879 1.74386
C -4.70118 0.02244 1.92429
C -4.27711 0.83955 3.14758
O -4.08685 -1.22732 2.07888
H -6.42673 -0.97637 1.00642
H -6.75064 0.71571 1.45308
H -6.68656 -0.54128 2.66192
H -4.30103 0.48927 1.02270
H -4.71313 1.82892 3.26929
H -3.21158 1.05342 3.21697
H -4.49829 0.33672 4.05732
H -4.21957 -1.66549 1.23801
C -2.46851 -4.29909 1.39188
C -3.21579 -4.19380 0.03843
C -3.48162 -5.64398 -0.40652
O -4.37146 -3.37201 0.16521
H -2.85992 -4.95543 2.17254
H -2.34849 -3.38588 1.93192
H -1.38567 -4.51722 1.20515
H -2.53477 -3.70976 -0.70170
H -4.03922 -5.67290 -1.36691
H -4.09054 -6.12879 0.38368
H -2.57399 -6.21688 -0.60983
H -5.06442 -3.92836 0.58283
C 1.74534 0.00031 -5.73555
C 3.02904 -0.66240 -6.22700
C 3.55113 0.01089 -7.52330
O 4.04046 -0.65609 -5.16991
H 2.01407 1.04640 -5.43668
H 1.37789 -0.43270 -4.82027
H 0.87246 0.04776 -6.43905
H 3.05080 -1.74385 -6.47728
H 3.51599 1.08868 -7.41672
H 2.94323 -0.36663 -8.36657
H 4.57604 -0.29219 -7.79451
H 4.09034 0.24725 -4.81401
C 5.14189 -2.74436 -1.61832
C 4.02928 -3.18507 -2.58974
C 3.27338 -4.38192 -1.98273
O 3.13439 -2.09249 -2.78518
H 5.58450 -1.84872 -2.07044
H 5.88360 -3.52083 -1.48048
H 4.69098 -2.61184 -0.63079
H 4.44927 -3.51178 -3.49625
H 3.96279 -5.23121 -1.93644
H 2.40865 -4.68173 -2.62179
H 2.84813 -4.09231 -1.00866
H 3.30641 -1.61337 -3.60081
C 3.37054 2.20426 6.40098
C 3.72707 2.41053 4.95525
C 4.75771 3.55026 4.84878
O 4.31249 1.18413 4.46047
H 2.56023 1.46774 6.43527
H 3.15988 3.19632 6.77530
H 4.22801 1.80931 6.95532
H 2.75407 2.69718 4.42029
H 5.49371 3.47560 5.64471
H 4.29036 4.54487 4.89339
H 5.23522 3.47167 3.86543
H 5.14414 1.37424 4.04045
C 5.54483 -1.69891 2.48228
C 6.58276 -0.77788 1.85556
C 5.77760 0.23874 1.03305
O 7.26569 -0.06162 2.96594
H 4.88471 -1.11305 3.16194
H 6.00357 -2.56317 3.00907
H 4.95234 -2.14072 1.64510
H 7.34983 -1.25813 1.19053
H 5.36805 -0.24150 0.13080
H 6.31795 1.08594 0.67733
H 4.90803 0.48768 1.62101
H 7.61307 -0.70279 3.59627
C -4.93568 -0.12286 -3.35193
C -5.48166 -1.20169 -2.46777
C -5.10569 -2.61236 -2.94390
O -5.02728 -0.90283 -1.15080
H -5.64179 0.11396 -4.10969
H -3.93842 -0.35617 -3.80471
H -4.88353 0.74469 -2.71017
H -6.55715 -1.14818 -2.47085
H -5.61922 -3.38765 -2.45152
H -4.03406 -2.79254 -2.91971
H -5.34431 -2.61474 -4.04422
H -4.84186 -1.78397 -0.80268
C 0.82855 3.98559 -4.24357
C 1.44694 3.23452 -3.06859
C 2.76404 3.82774 -2.57555
O 0.53785 3.06467 -2.00471
H 0.45183 5.02060 -4.03756
H 0.01249 3.43047 -4.72586
H 1.52501 4.13484 -5.08602
H 1.72850 2.21600 -3.44972
H 3.24334 3.22327 -1.76578
H 2.65548 4.81297 -2.14101
H 3.48214 3.92838 -3.39443
H 0.73902 2.17789 -1.64338
C 0.89683 5.10405 5.07630
C -0.06634 4.29255 4.24956
C -0.87610 3.33083 5.18936
O -1.09819 5.00686 3.59002
H 0.26071 5.89470 5.50973
H 1.62115 5.64094 4.51675
H 1.34492 4.55948 5.91648
H 0.54797 3.74399 3.49200
H -0.12831 2.83618 5.80901
H -1.56895 2.61492 4.75729
H -1.47333 3.98428 5.83629
H -0.75891 5.34494 2.72549
```

2S+1	1
energy	-3686.06890	hartree
charge	0
orbital gap	0.3050	Eh


The molecule CH3BrN2O2 in a non-equilibrium geometry, computed with ωB97M-V/def2-TZVPD.

Structure (XYZ):
```
9
Properties=species:S:1:pos:R:3
O -1.08919 -1.86276 -1.15378
N -1.11138 -1.43331 -0.00905
O -2.14476 -1.26361 0.59112
C 0.10425 -1.12936 0.74118
N 1.09360 -0.58746 -0.53794
Br 2.84265 -0.32047 -0.01916
H 0.53616 -2.06417 1.12737
H -0.26304 -0.36884 1.48141
H 1.02772 -1.36978 -1.23317
```

2S+1	1
energy	-2873.74214	hartree
charge	0
orbital gap	0.3461	Eh
SMILES string	O=[N+]([O-])CNBr


A cluster of 2 separate species, C3H11NOS in total, computed with ωB97M-V/def2-TZVPD.

Structure (XYZ):
```
17
Properties=species:S:1:pos:R:3
N -0.82684 -0.07403 0.82645
C -1.19912 0.93245 -0.17816
C -1.74660 0.22485 -1.39877
S -2.19783 1.44718 -2.67290
H -0.44763 0.40219 1.63958
H -1.67365 -0.52049 1.16798
H -0.29735 1.48048 -0.45924
H -1.92192 1.66947 0.19249
H -0.99202 -0.43987 -1.80686
H -2.62380 -0.35658 -1.12316
H -2.65448 0.55958 -3.56251
C 2.67331 -1.21217 1.36354
O 3.54159 -0.18428 0.89928
H 1.76330 -1.28708 0.76958
H 3.20647 -2.15715 1.29415
H 2.39561 -1.05354 2.41064
H 3.00095 0.56897 0.63792
```

2S+1	1
energy	-649.04883	hartree
charge	0
orbital gap	0.3638	Eh
SMILES string	NCCS.CO


A structure of composition C38H34AlBBr2F4N6O12 in a non-equilibrium geometry, computed with ωB97M-V/def2-TZVPD.

Structure (XYZ):
```
98
Properties=species:S:1:pos:R:3
Al -2.94220 1.47896 -3.44298
B 1.41631 2.78412 0.23623
F 2.09618 2.12154 -0.71737
F 1.87929 3.83373 0.89067
F -4.40210 1.95139 -2.73146
F -1.58023 2.08759 -3.02955
Br 1.27376 -3.21459 -3.89430
C 0.49395 -1.53182 -3.46017
C 0.95018 -1.02501 -2.15384
Br 2.89787 -1.16725 -2.34432
H -0.57646 -1.57581 -3.62581
H 0.76281 -0.87826 -4.32186
H 0.63109 -1.67692 -1.32530
H 0.71185 0.05454 -2.03259
C 7.90933 3.84105 2.52710
C 6.58507 3.93793 2.04580
C 5.91687 2.86314 1.42880
C 6.58135 1.66450 1.47512
C 7.81167 1.51469 2.02676
C 8.50734 2.61684 2.57379
N 5.86653 0.38838 1.03033
O 6.23426 -0.63827 1.52163
O 4.97953 0.49711 0.19846
H 8.39337 4.68606 3.02819
H 6.13690 4.93264 2.06795
H 4.94059 2.84260 0.91380
H 8.20821 0.50122 2.08188
H 9.46216 2.52944 3.01179
C -1.36196 1.80548 -10.00548
C -2.57737 2.21487 -9.42688
C -2.93525 1.80282 -8.15283
C -2.01567 0.95942 -7.38781
C -0.98176 0.48000 -8.03113
C -0.56954 0.94767 -9.31503
N -2.21035 0.57736 -6.05613
O -2.58003 1.49740 -5.24717
O -1.94829 -0.55100 -5.71950
H -1.15099 2.05616 -11.03417
H -3.32259 2.74042 -10.02618
H -3.89061 2.07070 -7.72913
H -0.50915 -0.34040 -7.49195
H 0.30571 0.48685 -9.87860
C -5.35330 -4.73231 -2.90705
C -4.18296 -4.81007 -2.07990
C -3.26515 -3.79766 -2.06410
C -3.62200 -2.47332 -2.68369
C -4.70676 -2.37069 -3.44839
C -5.50434 -3.51933 -3.63125
N -2.82828 -1.27548 -2.64618
O -3.02807 -0.36317 -3.51223
O -2.01499 -1.15099 -1.74682
H -5.84528 -5.73314 -3.07869
H -3.87364 -5.67074 -1.59654
H -2.32684 -3.82475 -1.58121
H -4.91670 -1.35862 -3.67127
H -6.37013 -3.57579 -4.30192
C 0.46306 -3.45996 4.78698
C -0.71781 -3.95448 4.22950
C -0.82570 -4.17147 2.86423
C 0.26220 -3.79915 2.07371
C 1.37086 -3.29359 2.63035
C 1.52126 -3.12356 3.98646
N 0.12240 -3.86678 0.54890
O 1.12274 -3.75370 -0.13657
O -0.97249 -4.18059 0.03054
H 0.45351 -3.34423 5.85545
H -1.48738 -4.21501 4.91170
H -1.75643 -4.50993 2.44600
H 2.21307 -3.10258 1.96361
H 2.41873 -2.76229 4.49427
C 0.05720 1.02452 7.46788
C -0.15618 2.34764 7.85560
C 0.17379 3.37025 7.00305
C 0.56321 3.04391 5.73328
C 0.71278 1.73398 5.26950
C 0.50440 0.71752 6.13870
N 0.60010 4.20121 4.83318
O 0.37283 5.38035 5.24037
O 0.84106 3.91757 3.66665
H -0.37280 0.28451 8.16846
H -0.57089 2.65253 8.82107
H -0.06011 4.38445 7.26084
H 1.12464 1.53970 4.33134
H 0.67853 -0.29294 5.94753
C -2.91675 0.04493 3.72291
C -2.42711 1.37699 3.76553
C -1.70263 1.80855 2.64756
C -1.42966 1.01629 1.53265
C -2.11793 -0.15826 1.42593
C -2.89205 -0.59076 2.53472
N -0.27536 1.30131 0.74050
O 0.05654 2.52875 0.52783
O 0.31560 0.22621 0.36449
H -3.37206 -0.40805 4.55501
H -2.47044 2.02272 4.57387
H -1.15020 2.73277 2.76811
H -2.41439 -0.72058 0.62123
H -3.41925 -1.45996 2.26958
```

2S+1	1
energy	-8513.69112	hartree
charge	+2
orbital gap	0.1652	Eh


A structure of composition C20H42BrCl14GaNO4, computed with ωB97M-V/def2-TZVPD.

Structure (XYZ):
```
83
Properties=species:S:1:pos:R:3
C 0.88267 -2.62099 -1.88158
C -0.38602 -2.36983 -2.69400
O -0.66063 -0.99412 -2.72791
C -2.01057 -0.58241 -2.70757
C -2.16048 0.65658 -1.85359
O -1.72707 1.77635 -2.56479
C -1.62790 2.93085 -1.70913
Ga -0.00581 2.87297 -0.44060
C 1.38205 1.62592 -1.30457
C 1.82656 2.17632 -2.59840
O 1.95572 1.56225 -3.64305
C -0.58748 2.17472 1.40249
C -1.77844 2.98800 1.88743
C -3.10432 2.24719 1.76961
Br -1.59455 3.54906 3.79048
C 0.85073 4.70350 -0.16974
C 2.28148 4.57388 0.38162
O 3.26692 4.97072 -0.59967
C 2.51614 5.31277 1.72096
N 2.84967 4.39387 2.81471
H 1.78425 -2.57336 -2.49412
H 0.95811 -1.88187 -1.08212
H 0.83326 -3.61013 -1.41397
H -1.23013 -2.92932 -2.26818
H -0.25187 -2.74330 -3.72298
H -2.34569 -0.35569 -3.72973
H -2.64875 -1.38271 -2.30668
H -3.21431 0.76858 -1.53595
H -1.56239 0.51209 -0.93748
H -1.58248 3.79666 -2.38005
H -2.57945 3.03423 -1.15450
H 0.92497 0.64826 -1.49067
H 2.24247 1.50990 -0.63684
H 2.05466 3.25995 -2.60639
H 0.23822 2.22648 2.11720
H -0.89068 1.12309 1.33252
H -1.85603 3.94581 1.36619
H -3.95994 2.90159 1.95491
H -3.18600 1.85065 0.75320
H -3.14906 1.41408 2.47462
H 0.24895 5.33163 0.49737
H 0.90647 5.22387 -1.13322
H 2.54025 3.52943 0.58729
H 3.30916 5.93275 -0.59012
H 1.63433 5.92383 1.95168
H 3.37836 5.97702 1.59561
H 3.33769 4.86288 3.56355
H 2.02008 3.96289 3.20168
C 2.30761 -5.03280 -4.32942
Cl 0.94226 -6.13901 -4.51704
Cl 3.16396 -5.32638 -2.81048
H 2.99758 -5.19786 -5.14721
H 1.93962 -4.01325 -4.32173
C 2.39749 2.56249 6.80412
Cl 4.06058 2.11396 6.38310
Cl 1.27092 2.37053 5.46413
H 2.07511 1.92768 7.62032
H 2.40010 3.60462 7.09954
C 2.99179 -8.76440 -1.69146
Cl 1.59522 -9.83595 -1.90474
Cl 3.83066 -9.06891 -0.16595
H 3.68398 -8.94352 -2.50441
H 2.64456 -7.74032 -1.69861
C -5.19471 4.06257 5.70186
Cl -4.42490 2.53351 6.13156
Cl -5.67562 4.15224 4.00271
H -6.08621 4.17551 6.30638
H -4.48670 4.85975 5.89293
C -1.07570 -10.62366 -4.55845
Cl -1.20670 -8.92689 -5.02380
Cl -0.71424 -11.67836 -5.93317
H -0.26994 -10.71491 -3.84079
H -2.02114 -10.93517 -4.13263
C 5.07180 -0.02612 -0.93406
Cl 3.69928 -1.09483 -1.20234
Cl 5.68492 -0.10453 0.72803
H 5.87373 -0.31834 -1.60010
H 4.74827 0.99046 -1.12849
C -6.58324 -0.71626 2.92590
Cl -6.38692 0.71103 3.95065
Cl -5.06881 -1.22689 2.17390
H -6.94663 -1.53058 3.54065
H -7.28860 -0.47734 2.13946
```

2S+1	1
energy	-12084.41086	hartree
charge	-1
orbital gap	0.2436	Eh


| no. | E_LUMO (eV) |
| --- | --- |
| 1 | 0.396 |
| 2 | -0.374 |
| 3 | 0.715 |
| 4 | -8.263 |
| 5 | 1.845 |